(1)
Here is 3 unconnected molecules or ions with the total composition C26H31Cl2N2O9 from OMol25. Energies are from ωB97M-V/def2-TZVPD.

```
70
Properties=species:S:1:pos:R:3:forces:R:3:nbo_charge:R:1
C -2.03021 -1.65958 1.11847 0.3 0.0 -0.1 -0.620
C -1.36665 -1.77005 -0.25236 0.0 0.0 0.0 -0.390
C -0.21947 -0.76123 -0.45822 0.0 0.0 -0.1 -0.469
C 0.70933 -0.63541 0.71350 0.1 -0.3 -0.3 0.322
C 0.69633 0.46578 1.57977 -0.4 0.1 -0.3 -0.025
C -0.20424 1.65412 1.35788 -0.2 0.0 0.0 -0.243
Cl -0.88633 2.19299 2.91232 -0.1 0.1 0.1 0.003
C 0.49388 2.80538 0.62506 -0.1 0.0 -0.1 -0.197
C 1.02078 2.42366 -0.74521 0.0 0.0 -0.1 -0.645
Cl 1.82640 3.47073 1.60901 0.1 0.1 0.0 -0.039
C 1.55580 0.45595 2.63146 0.4 0.2 0.6 -0.116
C 2.42098 -0.62226 2.79126 0.1 0.1 0.2 0.035
N 2.43343 -1.63731 1.97386 0.0 -0.2 0.0 -0.154
N 1.58301 -1.62626 0.96744 0.0 0.1 0.0 -0.080
C 1.66321 -2.85393 0.12251 0.0 -0.1 0.0 -0.219
C 3.04843 -3.47425 0.09547 0.0 0.0 -0.2 -0.411
C 4.05735 -2.54344 -0.58020 -0.1 0.2 0.0 -0.433
C 3.91096 -2.49762 -2.10168 0.0 0.0 0.0 -0.065
O 3.68259 -1.13984 -2.47378 -0.2 0.0 0.0 -0.733
H -2.28090 -0.62051 1.34319 -0.1 0.0 0.1 0.203
H -2.93803 -2.25508 1.16762 0.0 0.1 0.0 0.259
H -1.35776 -2.01921 1.90337 -0.1 0.0 0.0 0.195
H -2.09624 -1.58078 -1.04144 0.0 0.0 0.0 0.229
H -1.00849 -2.78624 -0.41658 0.0 0.0 0.0 0.203
H 0.35961 -1.01198 -1.34931 0.0 0.1 0.0 0.251
H -0.64594 0.21708 -0.65747 0.0 0.0 0.0 0.236
H -1.08111 1.38732 0.77369 0.1 -0.1 -0.1 0.248
H -0.24054 3.60276 0.52340 0.1 0.1 0.1 0.242
H 1.59239 3.25274 -1.15689 0.0 0.0 0.0 0.278
H 0.19517 2.21877 -1.43200 0.0 0.0 0.1 0.218
H 1.68370 1.55631 -0.71990 0.0 0.0 0.1 0.211
H 1.57266 1.27215 3.34026 0.0 0.0 0.0 0.273
H 3.13188 -0.66158 3.60513 0.0 -0.1 0.0 0.239
H 1.39513 -2.55617 -0.88699 -0.1 -0.1 0.0 0.223
H 0.91759 -3.54549 0.51363 0.0 0.0 0.0 0.234
H 3.36837 -3.78050 1.08712 0.0 0.1 0.0 0.241
H 2.93991 -4.38822 -0.49626 0.0 0.0 0.1 0.229
H 5.07423 -2.78948 -0.28225 0.0 -0.1 0.0 0.234
H 3.88101 -1.51752 -0.24539 0.2 0.0 0.1 0.212
H 4.80757 -2.88715 -2.58902 0.0 0.0 0.0 0.184
H 3.06654 -3.11802 -2.42907 0.0 0.0 0.0 0.149
H 3.55451 -1.09003 -3.42662 0.1 0.0 0.0 0.479
C 2.80584 8.12348 -3.19007 0.0 0.1 0.0 -0.386
C 2.86424 6.96316 -2.52379 0.0 0.0 0.0 0.325
C 2.69155 5.62719 -3.21014 0.0 0.0 -0.1 0.485
O 2.76334 4.63700 -2.49530 0.0 0.0 0.0 -0.590
C 2.45585 5.59399 -4.63084 0.0 -0.1 0.0 -0.413
C 2.39818 6.75511 -5.30389 0.0 0.0 0.0 0.355
C 2.57416 8.09638 -4.61993 0.0 0.0 0.2 0.472
O 2.50896 9.07653 -5.33440 0.0 0.0 0.0 -0.522
O 2.18756 6.84536 -6.60049 0.0 -0.1 0.0 -0.614
O 3.07336 6.87065 -1.21900 0.0 0.1 0.0 -0.624
H 2.92863 9.08242 -2.70721 0.0 0.0 0.0 0.252
H 2.33507 4.63445 -5.11294 0.0 0.0 0.0 0.243
H 2.20341 7.79961 -6.81898 0.0 0.0 0.0 0.514
H 3.09363 5.91759 -1.00890 0.0 0.0 0.0 0.506
C -7.05628 -4.57689 4.47446 -0.1 -0.1 0.1 -0.388
C -6.40173 -3.48914 4.04564 0.0 0.0 0.0 0.328
C -5.52978 -3.50370 2.81043 0.0 -0.1 -0.1 0.482
O -4.98424 -2.45008 2.51708 0.0 0.0 0.0 -0.578
C -5.39234 -4.73236 2.06683 0.1 0.1 -0.1 -0.415
C -6.04616 -5.82469 2.49359 0.0 0.0 0.0 0.354
C -6.92535 -5.81044 3.72820 0.0 0.1 0.1 0.471
O -7.47074 -6.85925 4.00900 0.0 -0.1 0.0 -0.523
O -5.99343 -6.99701 1.89509 0.0 0.0 -0.1 -0.617
O -6.45070 -2.31265 4.64946 -0.1 0.0 0.1 -0.621
H -7.68194 -4.57309 5.35556 0.0 0.0 0.0 0.253
H -4.77101 -4.73679 1.18245 0.0 0.0 0.0 0.236
H -6.56784 -7.59732 2.41368 0.0 0.0 0.1 0.514
H -5.89903 -1.70614 4.11962 0.0 0.0 0.0 0.507
```
Positions in Å, forces in eV/Å.

Computed properties:
E_tot ... -73910.22079 eV
Frontier orbital gap ... 7.24 eV
Max |F| ... 0.8 eV/A
HOMO level ... -0.4184 hartree
Charge ... +1



(2)
Here is a gas-phase ion, C4H9N (charge +1) in a non-equilibrium geometry from OMol25. Energies are from ωB97M-V/def2-TZVPD.

```
14
Properties=species:S:1:pos:R:3:forces:R:3:nbo_charge:R:1
C -2.04305 -0.42545 0.94087 -2.4 -0.7 2.1 -0.623
C -1.47830 0.15318 -0.34959 -1.5 -1.9 -1.8 -0.510
C 0.00150 0.39513 -0.25567 -2.2 2.5 -0.8 0.047
C 1.16508 -0.32771 -0.12460 4.7 0.1 -0.4 0.083
N 2.52040 0.17330 -0.41599 -3.7 0.7 0.5 -0.632
H -1.49109 -0.27836 1.86623 0.4 0.6 -0.1 0.226
H -3.08539 0.03385 1.15644 1.7 -0.8 -0.5 0.258
H -2.17534 -1.53326 0.94892 0.1 0.8 -0.5 0.239
H -2.14356 1.07278 -0.63101 2.0 -1.4 0.4 0.271
H -1.76783 -0.69876 -1.11189 0.9 1.8 1.0 0.283
H -0.00696 1.51596 -0.22113 1.5 -0.9 -0.3 0.252
H 1.33867 -1.36706 0.25763 -1.0 1.0 -0.1 0.266
H 3.10749 0.27589 0.40090 0.5 -1.2 0.2 0.424
H 2.70982 0.99496 -1.02021 -1.0 -0.6 0.4 0.417
```
Positions in Å, forces in eV/Å.

Computed properties:
E_tot ... -5773.68201 eV
Expectation value of S² ... 0.761
Frontier orbital gap (spin up / spin down) ... 10.72 / 7.78 eV
Max |F| ... 4.7 eV/A
HOMO level (spin up / spin down) ... -0.5636 / -0.5837 hartree
Charge ... +1
Energy above the lowest of the compared OMol25 structures with the same formula, charge and spin ... 63.53 kcal/mol
Spin multiplicity ... 2



(3)
Here is 2 unconnected molecules or ions with the total composition C3H7IN6 in a non-equilibrium geometry from OMol25. Energies are from ωB97M-V/def2-TZVPD.

```
17
Properties=species:S:1:pos:R:3:forces:R:3:nbo_charge:R:1
C -0.24082 -0.27852 -1.59626 3.1 0.9 -1.1 -0.329
C 1.01823 0.18766 -1.66833 -0.6 -0.4 0.5 0.496
C 0.18900 0.75702 1.05354 -0.1 -0.7 2.0 -0.140
N -0.62215 -1.33379 -0.85297 -1.1 -2.7 1.7 -0.290
N 2.16142 0.50758 -1.76376 0.6 -0.2 -0.8 -0.602
N 0.20327 2.01170 1.17394 -0.2 -0.1 -0.5 -0.260
N 0.18546 -2.14297 -0.30259 0.0 2.4 -1.0 -0.016
N -0.90745 2.61189 0.68317 -0.1 3.1 0.2 -0.642
N -0.45782 -3.08637 0.37764 -2.2 -1.2 2.9 -0.617
I 1.74633 -0.22895 2.14833 -0.5 0.1 -0.6 0.109
H -0.86996 0.14514 -2.32256 -1.3 0.3 -0.5 0.234
H -0.74860 0.17817 0.85939 1.1 0.2 -0.1 0.189
H 2.71057 1.21915 -1.31491 -0.3 0.2 0.4 0.413
H -1.74673 2.08327 0.65393 -0.7 -0.7 0.0 0.347
H -1.07271 3.58858 1.04338 0.6 -1.8 -0.5 0.377
H -1.50717 -2.85874 0.49243 2.0 -0.4 -0.3 0.350
H -0.04086 -3.36081 1.33564 -0.4 0.8 -2.4 0.384
```
Positions in Å, forces in eV/Å.

Computed properties:
E_tot ... -20260.37331 eV
SMILES ... N=C=C/N=N/N.N/N=C/I
Frontier orbital gap ... 8.10 eV
Max |F| ... 3.8 eV/A
HOMO level ... -0.2888 hartree
Energy above the lowest of the compared OMol25 structures with the same formula, charge and spin ... 2.89 kcal/mol



(4)
Here is C4H11N3 in the gas phase in a non-equilibrium geometry from OMol25. Energies are from ωB97M-V/def2-TZVPD.

```
18
Properties=species:S:1:pos:R:3:forces:R:3:nbo_charge:R:1
C -1.94721 0.30897 -0.01664 0.0 0.4 -0.2 -0.436
C 0.18632 -1.71378 1.29162 0.1 0.3 -0.2 -0.636
C 0.29051 -0.39791 0.52525 1.0 -0.3 -0.4 0.108
N -0.68080 -0.16724 -0.50301 0.6 0.4 -0.8 -0.603
H 0.39833 0.42331 1.27419 -0.2 -0.1 -0.2 0.122
H -1.87686 1.20618 0.63236 0.0 0.0 -0.1 0.141
H -2.58851 0.55255 -0.86652 0.0 0.0 0.1 0.198
H -2.47683 -0.45861 0.56868 0.1 0.0 0.0 0.186
H 1.05241 -1.85354 1.93976 0.0 0.0 0.1 0.213
H 0.12123 -2.54885 0.59204 0.0 0.0 0.0 0.209
H -0.71478 -1.70622 1.90313 0.0 0.0 0.0 0.218
N 1.19445 1.96536 -0.96689 -0.1 -0.1 0.1 -0.790
C 1.01244 0.64132 -1.26403 -2.0 -0.1 0.2 0.382
N 1.48562 -0.30300 -0.37046 0.9 -0.6 1.2 -0.655
H 1.09641 2.20218 0.01276 0.1 0.0 -0.1 0.386
H 0.73493 2.61361 -1.58891 0.0 -0.1 0.1 0.388
H 1.63618 -1.19259 -0.83296 -0.1 0.1 0.0 0.374
H 1.07615 0.42826 -2.33034 -0.2 0.0 0.2 0.195
```
Positions in Å, forces in eV/Å.

Computed properties:
E_tot ... -8794.27288 eV
Frontier orbital gap ... 8.31 eV
Max |F| ... 2.1 eV/A
HOMO level ... -0.2679 hartree
Energy above the lowest of the compared OMol25 structures with the same formula, charge and spin ... 77.16 kcal/mol